A 2-piece molecular cluster, C5H15NS overall in a non-equilibrium geometry, computed with ωB97M-V with the def2-TZVPD basis set.

Each line ends with the Löwdin charge.
CARTESIAN COORDINATES (ANGSTROEM)
H 0.17625 0.68378 0.21871  0.055
H 1.02236 -2.10577 -0.56461  0.102
C 1.48544 -0.83226 1.16357  -0.173
H 0.22188 2.62049 -2.16663  0.124
H 0.50830 -2.72615 0.98623  0.087
H 2.18540 -0.21968 0.51563  0.053
H 2.02166 1.11521 -3.05626  0.130
C 1.72522 1.07749 -1.90647  -0.089
S -1.64898 -0.21085 1.34268  0.340
H 2.12685 -1.46717 1.82633  0.075
N -0.18487 1.50677 -0.40420  0.065
C -0.94344 -1.35791 0.14286  -0.729
H 1.73844 0.08121 -1.60676  0.021
H 0.04861 2.35432 0.07963  0.139
H -0.38328 0.88857 -2.34957  0.126
H -1.54940 -2.25761 0.13521  0.040
H 0.96862 -0.11158 1.84575  0.029
H -1.05201 -0.97754 -0.85656  0.018
C 0.28627 1.58012 -1.80436  -0.221
C 0.50920 -1.80841 0.39478  -0.314
H 2.47017 1.63242 -1.33486  0.079
H -1.20227 1.36154 -0.26802  0.041

Results
Energy above the lowest of the compared OMol25 structures with the same formula, charge and spin   189.4 kJ/mol
Maximum force   3.484 eV/A
E_HOMO   -6.7 eV
Gap between HOMO and LUMO   7.0 eV

***

A 2-piece molecular cluster, C5H15NSi overall in a non-equilibrium geometry, computed with ωB97M-V with the def2-TZVPD basis set.

Each line ends with the Löwdin charge.
CARTESIAN COORDINATES (ANGSTROEM)
H 0.57529 0.59509 2.83861  0.019
H -0.24741 -0.46907 -3.73017  0.053
H -0.89014 -1.93570 -3.31648  0.056
H 0.13492 1.98811 1.91073  0.059
C 0.91679 1.36658 2.28461  -0.158
H 1.48460 1.27664 -1.04033  0.033
H 0.67102 -1.50471 -2.78267  0.029
C -2.47689 -1.31253 0.82502  -0.237
H 1.10197 2.51701 0.06714  0.071
H -2.13717 -0.85335 1.72404  -0.020
H 2.36944 0.05704 1.28601  0.077
H 2.72818 1.92157 -0.08068  0.072
C 1.44416 0.63400 1.08124  -0.267
H -2.72416 -2.30942 1.04345  -0.017
H -1.15090 0.39500 -1.79458  0.080
H -3.32112 -0.73871 0.47284  0.022
C -0.27146 -1.15966 -2.95110  -0.179
Si -0.78796 -1.36697 -0.14661  0.752
H 1.64761 1.99191 2.74524  0.072
N -1.06309 -0.66237 -1.77865  -0.253
C 1.68570 1.58508 -0.04093  -0.189
H 0.06228 -2.58380 -0.06393  -0.075

Results
Energy above the lowest of the compared OMol25 structures with the same formula, charge and spin   404.0 kJ/mol
Maximum force   3.696 eV/A
E_HOMO (alpha / beta)   -6.4 / -7.4 eV
Gap between HOMO and LUMO (alpha / beta)   7.2 / 8.0 eV

***

One molecule with the formula C5H15OPSSi in a non-equilibrium geometry, computed with ωB97M-V with the def2-TZVPD basis set.

Each line ends with the Löwdin charge.
CARTESIAN COORDINATES (ANGSTROEM)
H 2.47527 1.74993 0.25061  -0.003
C -0.07437 0.21016 -2.77393  -0.130
O -0.36746 -0.24711 0.07302  -0.412
H 1.04003 2.51267 0.05836  0.021
H -2.93903 -0.80391 0.10660  0.015
H 0.66596 0.38147 2.69567  0.076
Si 0.84163 0.16848 -1.00109  0.509
H 2.04937 -1.83882 -0.04858  -0.002
H 2.01114 -2.08063 -1.73203  0.059
H 2.95514 -0.82384 -1.08355  0.010
H -0.88001 0.40067 3.66336  0.077
C 1.70638 1.79880 -0.45280  -0.155
H -3.39727 -0.96416 1.72830  0.061
P -1.30392 0.20473 1.21642  0.065
H 2.01964 2.32617 -1.37406  0.037
H -2.28736 -2.16133 1.07829  0.095
H -0.49286 -1.03523 3.09887  0.034
C -2.53619 -1.03323 1.04359  -0.247
H -1.03407 -0.24756 -2.61334  0.009
H -0.41243 1.18756 -3.14140  0.030
H 0.41148 -0.31726 -3.52734  -0.013
C 2.01085 -1.29224 -0.92553  -0.157
S -2.07487 1.93428 0.93155  0.243
C -0.38705 -0.02959 2.72902  -0.221

Results
Energy above the lowest of the compared OMol25 structures with the same formula, charge and spin   0.0 kJ/mol
Structure (SMILES)   C[Si](C)(C)OP(C)(C)=S
Maximum force   3.816 eV/A
E_HOMO   -8.5 eV
Gap between HOMO and LUMO   9.1 eV

***

C5H16Br2CoN3O3 as an isolated structure in a non-equilibrium geometry, computed with ωB97M-V with the def2-TZVPD basis set.

Each line ends with the Löwdin charge.
CARTESIAN COORDINATES (ANGSTROEM)
H -1.86197 1.38485 -1.22437  -0.100
Co -2.94261 -0.68603 -0.74756  0.216
O -4.60593 0.06534 -1.63935  -0.363
H -5.45438 1.83941 -2.39344  0.082
H -3.92815 1.40084 -3.15341  0.082
C -2.94490 1.96973 1.25566  -0.754
Br -3.35950 -2.86449 -2.21049  -0.233
N -1.72902 2.01927 1.63104  0.182
H -1.12169 1.23301 1.44928  0.054
H -1.45572 2.64341 2.37659  0.114
Br -1.06011 -1.56929 0.99216  -0.277
H -7.86712 -1.35475 0.72771  0.064
H -6.67457 0.17330 -1.42222  0.115
O -1.76716 0.61117 -1.81342  -0.475
N -4.46214 -1.55120 0.58274  -0.034
C -4.84231 0.99775 -2.71761  -0.073
C -5.81540 -0.01075 -0.77720  -0.137
H -6.71277 -2.13891 1.84594  0.070
H -4.51975 3.29691 1.42911  0.117
C -5.81048 -1.36707 0.00002  -0.359
H -2.87330 3.71411 2.01247  0.103
H -5.30964 0.39792 -3.49859  0.092
H -5.75399 0.87780 -0.14887  0.104
H -4.29601 -2.53042 0.76612  0.065
O -3.36135 1.04136 0.60396  -0.016
C -6.87094 -1.30109 1.16687  -0.064
N -3.53806 3.10078 1.56302  0.171
H -5.98321 -2.24778 -0.61852  0.111
H -4.45191 -1.15572 1.51204  0.074
H -6.88312 -0.39531 1.77311  0.067

Results
Net charge   -1
2S+1   4
Maximum force   6.150 eV/A
E_HOMO (alpha / beta)   -3.9 / -3.9 eV
Gap between HOMO and LUMO (alpha / beta)   6.3 / 6.3 eV

***

A 2-piece molecular cluster, C5H16N overall in a non-equilibrium geometry, computed with ωB97M-V with the def2-TZVPD basis set.

Each line ends with the Löwdin charge.
CARTESIAN COORDINATES (ANGSTROEM)
H -2.85443 -0.64870 1.79644  0.095
H -0.52956 -2.68098 2.17328  0.182
C -0.68990 -0.69474 1.36132  -0.177
H 1.37689 0.03988 -3.05743  0.095
H 2.19367 0.52431 -0.15913  0.041
H 0.17881 1.84259 -3.28982  0.073
N -0.15701 -1.73128 2.33615  0.188
H -0.95666 -1.08496 0.37716  0.126
H 0.16607 -0.08968 1.06356  0.113
C 1.01828 0.35632 -2.08081  -0.308
C -1.94142 -0.08398 1.97726  -0.060
H -1.88116 0.16713 3.02554  0.082
C -0.21928 1.19803 -2.50399  -0.121
H 1.99916 1.98599 -1.05048  0.073
H -0.53638 -1.44660 3.23956  0.156
H -0.61697 1.84438 -1.71462  0.060
H 0.59029 -0.51418 -1.55238  0.067
C 2.15853 0.91501 -1.17626  -0.097
H 0.84515 -1.95439 2.36885  0.180
H 3.02770 0.58624 -1.72622  0.068
H -1.05652 0.60719 -2.86473  0.066
H -2.11527 0.86245 1.45673  0.099

Results
Energy above the lowest of the compared OMol25 structures with the same formula, charge and spin   97.3 kJ/mol
Net charge   +1
Maximum force   2.066 eV/A
E_HOMO   -13.9 eV
Gap between HOMO and LUMO   10.1 eV

***

A 2-piece molecular cluster, C5H16N2O overall in a non-equilibrium geometry, computed with ωB97M-V with the def2-TZVPD basis set.

Each line ends with the Löwdin charge.
CARTESIAN COORDINATES (ANGSTROEM)
H -3.05255 -0.81239 0.47145  0.069
C -0.05616 -0.00971 0.20771  -0.351
H 0.21587 -0.95832 0.59648  0.114
H -1.12815 1.19216 1.70018  0.097
C 1.03208 2.19281 0.66386  -0.141
H -1.75674 -1.58087 1.28682  0.067
H -1.87016 1.12984 0.17424  0.100
H -0.05435 -1.52226 -2.81786  0.068
H 1.92542 2.72996 0.36871  0.074
N 1.16744 0.79542 0.38723  -0.095
H -2.74096 -0.46432 2.22206  0.063
H 0.80570 2.50273 1.69609  0.073
H 1.82253 0.24209 0.91619  0.095
H -1.41867 -0.09493 -1.48434  0.099
H 0.17427 2.54246 0.09126  0.080
H -0.11912 -2.23549 -1.30995  0.068
O 3.06559 -1.32327 -0.51819  -0.072
C -0.34136 -0.17827 -1.31818  -0.224
H 0.21528 0.61460 -1.80735  0.112
N 0.19928 -1.43964 -1.84314  -0.004
H 3.19351 -2.23617 -0.76546  0.025
H 2.35995 -0.94678 -1.05502  -0.005
C -1.32801 0.49746 0.88860  -0.225
C -2.31070 -0.63711 1.24862  -0.087

Results
Energy above the lowest of the compared OMol25 structures with the same formula, charge and spin   94.7 kJ/mol
Structure (SMILES)   CC[C@@H](CN)NC.O
Maximum force   1.625 eV/A
E_HOMO   -8.3 eV
Gap between HOMO and LUMO   9.3 eV

***

A 2-piece molecular cluster, C5H16N2O overall in a non-equilibrium geometry, computed with ωB97M-V with the def2-TZVPD basis set.

Each line ends with the Löwdin charge.
CARTESIAN COORDINATES (ANGSTROEM)
C 1.44402 -1.21404 1.25209  -0.265
H -0.51153 0.43454 -3.61166  0.102
H -0.54975 0.78708 3.61573  0.049
N -0.32382 2.23779 -2.42700  -0.002
O -0.49249 0.91463 2.66062  -0.058
H -1.09473 -1.05602 -1.74281  0.098
H 0.22327 -1.76758 -0.40860  0.102
H -1.18623 2.55610 -2.00482  0.066
C 0.64848 -0.85795 0.00974  -0.188
H 0.37080 0.51938 2.47935  -0.009
H -0.20702 1.19161 0.08422  0.095
H 2.43429 -1.62955 1.10028  0.109
C -0.53416 0.16444 -0.09912  -0.206
H 1.37885 -0.52545 -0.73059  0.102
H 0.44351 2.50072 -1.83059  0.056
H -0.31917 -2.18260 1.83650  0.064
H 0.73099 0.46237 -2.55393  0.098
H -2.15124 0.23333 -1.60466  0.108
C -1.07958 0.01204 -1.52887  -0.220
H 1.47457 -0.35974 1.93367  0.073
N 0.68093 -2.25079 1.98409  -0.018
H 0.88237 -2.34707 2.96450  0.055
C -0.31571 0.79158 -2.59675  -0.302
H -1.33271 0.08706 0.62588  0.088

Results
Energy above the lowest of the compared OMol25 structures with the same formula, charge and spin   118.0 kJ/mol
Structure (SMILES)   NCCCCCN.O
Maximum force   2.758 eV/A
E_HOMO   -9.2 eV
Gap between HOMO and LUMO   9.9 eV

***

A 2-piece molecular cluster, C5H16N2O overall in a non-equilibrium geometry, computed with ωB97M-V with the def2-TZVPD basis set.

Each line ends with the Löwdin charge.
CARTESIAN COORDINATES (ANGSTROEM)
H -2.19282 -2.39461 -0.72206  0.094
H 1.08197 -1.13937 -0.90186  0.137
H -0.55478 -2.42691 -0.86220  0.081
N 2.23036 0.58085 -0.15245  0.037
H 1.13584 2.76039 2.03694  0.034
H -0.33474 -1.57317 1.85933  0.155
H 1.87441 1.84300 1.17206  -0.028
C -1.38550 -1.71040 -1.05591  -0.072
H -0.71592 0.97278 -1.75322  0.093
C 1.30787 -0.49763 -0.03165  -0.178
C -0.09082 -0.00197 0.50945  -0.266
H 1.85186 1.27403 -0.80739  0.118
N -0.27232 -0.55260 1.88673  0.312
H 0.42567 -0.19120 2.53912  0.153
C -1.67188 0.72269 -1.25388  -0.041
C -1.36376 -0.41317 -0.23189  -0.355
H -2.28149 0.48924 -2.11739  0.086
H 3.08534 0.33584 -0.64691  0.128
H -2.19987 -0.55432 0.41758  0.126
H -2.08122 1.57695 -0.74337  0.082
H -1.51759 -1.69107 -2.14125  0.091
H 1.67339 -1.23061 0.73205  0.143
O 1.99403 2.73997 1.57826  -0.072
H 0.00196 1.08128 0.68991  0.141

Results
Energy above the lowest of the compared OMol25 structures with the same formula, charge and spin   158.6 kJ/mol
Net charge   +1
2S+1   2
Maximum force   3.431 eV/A
E_HOMO (alpha / beta)   -14.6 / -14.6 eV
Gap between HOMO and LUMO (alpha / beta)   11.3 / 5.8 eV

***

A 2-piece molecular cluster, C5H16N2O overall in a non-equilibrium geometry, computed with ωB97M-V with the def2-TZVPD basis set.

Each line ends with the Löwdin charge.
CARTESIAN COORDINATES (ANGSTROEM)
C -1.67417 0.88037 1.34038  -0.275
H 1.16196 -2.79678 -1.02406  0.014
H 3.15706 -0.76768 1.32612  0.094
H 0.90614 -0.63707 0.88432  0.123
O 0.27443 -3.02142 -1.26758  -0.054
H -0.14998 -3.75288 -1.71494  0.053
H -3.09774 0.38068 -0.08445  0.090
H -0.41364 2.54269 0.50164  0.135
N 1.02221 0.58525 -0.87846  0.172
H -0.74489 -0.28411 -0.89189  0.123
H -2.04645 1.54850 2.12586  0.124
C -0.43788 0.76627 -0.86270  -0.179
H -0.81285 1.17241 -1.87323  0.162
H 3.04661 -0.93773 -0.55148  0.073
C 2.95333 -0.33335 0.34400  -0.042
H -1.86105 2.34399 -0.20619  0.151
H 3.69029 0.43625 0.15363  0.076
H 1.47811 1.03779 1.18890  0.148
H -0.90981 0.30651 1.86514  0.102
C -1.03616 1.66142 0.20373  -0.194
C 1.47056 0.20330 0.48226  -0.188
H 1.61831 1.38047 -1.20001  0.194
N -2.79683 0.05912 0.85885  0.024
H -2.55992 -0.90435 0.63358  0.073

Results
Energy above the lowest of the compared OMol25 structures with the same formula, charge and spin   182.3 kJ/mol
Net charge   +1
2S+1   2
Maximum force   4.875 eV/A
E_HOMO (alpha / beta)   -13.3 / -13.0 eV
Gap between HOMO and LUMO (alpha / beta)   10.3 / 4.8 eV

***

A 2-piece molecular cluster, C5H16N2O overall in a non-equilibrium geometry, computed with ωB97M-V with the def2-TZVPD basis set.

Each line ends with the Löwdin charge.
CARTESIAN COORDINATES (ANGSTROEM)
H -0.57453 -1.64195 -3.18511  0.103
H -1.30870 1.07658 -2.17439  0.178
N -0.12482 0.36018 2.19873  0.217
H -2.15244 0.68463 -0.77736  0.149
H 0.62602 -0.36089 2.48235  0.136
H 1.16072 0.58714 -0.90362  0.148
H 3.01151 -0.71326 2.88222  0.111
H 0.81958 -0.69991 -2.89149  0.104
N -1.70702 0.31883 -1.61338  0.236
C 0.09662 -1.33244 -2.38297  -0.019
C 0.44482 0.02228 -0.30690  -0.103
H 0.10007 1.05590 2.91460  0.180
H -1.03373 -0.05739 2.33404  0.172
O 2.23065 -0.87546 2.31932  -0.019
C -0.58866 -0.69283 -1.19520  -0.293
C -0.35407 2.18000 0.70032  0.134
H -2.41037 -0.13993 -2.19527  0.179
H 1.05619 -0.79596 0.07758  0.123
H 0.53898 -2.22179 -1.94039  0.110
H -0.30648 2.76914 -0.20053  0.098
H -1.20375 -1.41408 -0.65670  0.156
H -0.55509 2.79922 1.56849  0.101
H 2.24547 -1.80913 2.12241  0.078
C -0.01097 0.90112 0.82327  -0.277

Results
Energy above the lowest of the compared OMol25 structures with the same formula, charge and spin   47.1 kJ/mol
Net charge   +2
Maximum force   1.804 eV/A
E_HOMO   -18.7 eV
Gap between HOMO and LUMO   11.9 eV

***

A 2-piece molecular cluster, C5H16N2O overall in a non-equilibrium geometry, computed with ωB97M-V with the def2-TZVPD basis set.

Each line ends with the Löwdin charge.
CARTESIAN COORDINATES (ANGSTROEM)
H -1.75128 1.51765 0.60077  0.124
H -3.84464 1.86284 -0.67360  0.085
H 2.84649 0.29015 -0.12536  0.168
C -0.73468 -0.28781 1.12638  -0.118
H 0.52593 -1.88634 0.73805  0.126
O -3.31111 1.23699 -0.17310  -0.029
H -0.94282 -0.71935 2.11080  0.157
H 1.38280 -0.52644 1.27527  0.101
H -1.52331 -0.74286 0.54359  0.133
H 2.55990 0.54854 -1.67128  0.183
H 0.39982 0.34506 -1.18008  0.149
H -3.95023 0.57014 0.11463  0.086
H -0.71160 3.01159 2.08707  0.139
C -0.41503 1.97275 1.95445  0.196
H 0.42576 1.73265 2.60690  0.135
N -0.93825 1.15882 1.14616  0.059
N 2.46360 -0.16955 -0.94453  0.235
H -0.25578 -2.02720 -1.90445  0.110
C 0.60769 -0.83281 0.63800  -0.104
C 0.77238 -1.67425 -1.80295  -0.028
H 2.98065 -0.98364 -1.28640  0.178
C 0.97222 -0.51312 -0.83669  -0.296
H 1.33817 -2.57619 -1.56034  0.107
H 1.10333 -1.30763 -2.78328  0.104

Results
Energy above the lowest of the compared OMol25 structures with the same formula, charge and spin   57.7 kJ/mol
Net charge   +2
Maximum force   1.852 eV/A
E_HOMO   -19.1 eV
Gap between HOMO and LUMO   11.1 eV

***

A 4-piece molecular cluster, C5H16N2O3 overall in a non-equilibrium geometry, computed with ωB97M-V with the def2-TZVPD basis set.

Each line ends with the Löwdin charge.
CARTESIAN COORDINATES (ANGSTROEM)
H -1.57045 1.83271 -0.80047  0.029
C 0.25082 -1.33604 -0.75049  -0.192
H -1.09409 -2.61678 -1.14666  0.075
O -1.42560 2.45752 -0.06879  -0.076
H -0.84157 -2.18379 2.34038  0.023
C 2.11052 0.20668 -0.31824  -0.162
H 2.86427 0.25107 -1.14179  0.106
H -3.45244 0.05562 0.70717  0.094
N -1.10322 -1.58903 -1.18532  0.029
H -0.46907 2.51877 0.07751  -0.005
H 0.72640 -1.97079 -0.01564  0.075
H 2.58692 1.70387 1.16764  0.070
H -1.73653 -1.42808 -0.40536  0.020
H 2.45332 -0.47833 0.45818  0.100
H 0.97817 1.93000 0.31453  0.012
H -2.22499 0.54946 2.10592  0.090
C -2.73367 -0.19890 1.50563  -0.090
H 1.15865 1.19522 -2.51495  0.089
N 0.40332 0.68749 -2.08093  0.088
H -0.15511 0.27664 -2.81988  0.094
O 0.00765 -1.95127 1.94328  -0.081
O -2.61102 -1.40647 1.60593  -0.051
H 2.33218 2.46206 -0.44680  0.071
C 2.01344 1.68511 0.24813  -0.076
H 0.72612 -2.49987 2.29116  0.054
C 0.80598 -0.15288 -1.07014  -0.387

Results
Energy above the lowest of the compared OMol25 structures with the same formula, charge and spin   326.0 kJ/mol
Structure (SMILES)   CC/C(N)=C/N.C=O.O.O
Maximum force   3.578 eV/A
E_HOMO   -7.4 eV
Gap between HOMO and LUMO   8.1 eV